# C3H9NS

A 2-piece molecular cluster, C3H9NS overall in a non-equilibrium geometry (wB97M-V/def2-TZVPD, the Open Molecules 2025 dataset).

Geometry as XYZ:
```
14
Properties=species:S:1:pos:R:3:forces:R:3
C 1.8023 -0.7412 0.5496 -0.2 -0.3 0.6
H -1.8685 1.1889 -1.4040 -0.2 0.0 -0.5
H 2.2860 -1.5156 -0.0532 -0.2 0.2 -0.2
C -1.5873 0.3989 -0.7327 0.2 -0.7 0.7
H 1.8789 -1.0719 1.5839 0.4 -0.1 0.1
H -1.6691 0.9010 0.2699 -0.2 0.6 1.1
H 0.4081 0.9491 -0.9620 -0.1 -0.2 -0.3
H 0.0547 -0.5762 -1.7532 -0.2 -0.2 0.1
H -2.2991 -0.4215 -0.6442 0.0 0.1 -0.2
H 2.3815 0.1871 0.4785 -0.2 0.2 -0.3
N 0.3743 -0.6459 0.3411 -0.8 -0.7 -0.2
C -0.1463 -0.0078 -0.8377 1.4 1.4 -0.1
H -0.1103 -0.3022 1.1627 0.2 0.0 0.0
S -1.5052 1.6573 2.0013 -0.1 -0.4 -0.9
```
Forces are in eV/Å.

Properties
- Frontier orbital gap: 5.73 eV
- LUMO level: -3.0 eV
- 2S+1: 1

# C3H9NS

A 2-piece molecular cluster, C3H9NS overall in a non-equilibrium geometry (wB97M-V/def2-TZVPD, the Open Molecules 2025 dataset).

Geometry as XYZ:
```
14
Properties=species:S:1:pos:R:3:forces:R:3
C -2.5766 -1.4566 -0.4305 2.5 -0.3 0.2
S 1.7557 1.5677 0.7755 -0.8 -1.2 -0.9
H 1.2546 -0.8061 0.4962 0.2 0.2 0.1
C 1.4277 1.3644 -0.9962 -0.6 -0.1 0.5
H 0.9971 2.2558 -1.4155 -0.1 0.7 0.0
H 0.7516 0.5213 -1.2199 0.6 0.2 0.3
H -2.4058 0.2865 0.2459 1.4 -0.2 0.6
H 0.3072 -0.0167 1.7455 0.5 -0.3 0.8
H 2.2203 -0.3639 1.9585 -1.0 -0.3 0.6
N -2.6781 -0.6504 0.5538 -2.1 0.0 -1.4
H 2.4134 1.2631 -1.4190 0.5 -0.3 -0.4
H -1.6395 -1.4575 -1.0948 -1.6 0.7 -0.2
C 1.3274 -0.1396 1.3596 0.6 1.2 -1.1
H -3.1550 -2.3681 -0.5591 0.0 -0.2 0.7
```
Forces are in eV/Å.

Properties
- Frontier orbital gap (alpha / beta): 8.75 / 4.06 eV
- Charge: +1
- LUMO level (alpha / beta): -3.9 / -8.6 eV
- 2S+1: 2

# C3H9NS2

An isolated ion of composition C3H9NS2 and charge -1 in a non-equilibrium geometry (wB97M-V/def2-TZVPD, the Open Molecules 2025 dataset).

Geometry as XYZ:
```
15
Properties=species:S:1:pos:R:3:forces:R:3
H -1.1972 0.3491 -0.3363 0.1 0.2 -0.5
H -0.9035 -0.7642 1.6649 0.2 0.5 0.3
H 1.2781 1.0055 0.9959 -0.4 0.0 -0.1
C 1.3301 1.9783 -0.7658 -0.5 -0.4 0.1
C -0.1475 0.1106 -0.1694 0.4 0.1 0.7
H 0.7481 1.8774 -1.6854 0.1 0.3 0.0
S -0.5787 -2.6283 0.3269 2.7 -0.8 0.3
H 2.2979 1.5088 -0.9544 0.2 0.0 -0.1
S -2.7581 -2.1554 -0.1648 -2.5 0.9 -0.6
N 0.5931 1.3009 0.3008 0.1 0.2 0.3
H 1.4664 3.0307 -0.5176 0.1 0.1 -0.2
H 0.3526 -0.2413 -1.0716 -0.3 -0.4 -0.2
H 0.8490 -1.0292 1.3278 0.2 0.0 0.4
C -0.1458 -0.9604 0.9101 -0.5 -0.7 -0.5
H -3.1845 -3.3825 0.1390 0.1 -0.1 0.1
```
Forces are in eV/Å.

Properties
- Frontier orbital gap (alpha / beta): 4.05 / 6.57 eV
- Charge: -1
- LUMO level (alpha / beta): 3.6 / 3.6 eV
- 2S+1: 2

# C3H9NS2

One molecule with the formula C3H9NS2 in a non-equilibrium geometry (wB97M-V/def2-TZVPD, the Open Molecules 2025 dataset).

Geometry as XYZ:
```
15
Properties=species:S:1:pos:R:3:forces:R:3
H 0.9987 -2.0433 -0.1068 0.3 0.5 0.0
C -2.3855 0.4219 -2.0494 -0.5 -0.3 -0.2
H -1.7278 0.8242 -2.8247 0.1 0.0 0.1
H -2.9949 1.2363 -1.6668 0.0 0.2 0.1
H -0.5704 -2.0694 0.5280 -0.4 0.0 0.1
H -1.9066 -0.0629 -0.0357 -0.2 0.4 -0.1
H -3.0811 -0.2875 -2.5225 0.1 0.2 -0.2
H 0.3625 -0.0105 -1.5039 0.0 -0.1 -0.2
C -0.3639 -0.7716 -1.1719 0.4 0.3 0.0
H -0.3132 -1.5869 -1.9043 -0.3 0.1 -0.2
H 2.2646 1.5667 1.5514 0.1 -0.1 0.0
C 0.1598 -1.3764 0.1135 0.3 -1.0 0.0
N -1.6681 -0.2217 -0.9976 0.2 -0.5 0.7
S 0.4862 -0.2839 1.5079 -0.3 0.1 0.1
S 1.4279 1.2900 0.5456 0.0 0.3 -0.1
```
Forces are in eV/Å.

Properties
- Frontier orbital gap: 8.78 eV
- LUMO level: 0.5 eV
- SMILES: CNCCSS
- 2S+1: 1

# C3H9O

A 2-piece molecular cluster, C3H9O overall in a non-equilibrium geometry (wB97M-V/def2-TZVPD, the Open Molecules 2025 dataset).

Geometry as XYZ:
```
13
Properties=species:S:1:pos:R:3:forces:R:3
H 0.3529 -0.3212 2.0088 0.1 -0.2 0.0
H -1.8637 -0.1597 1.2024 -0.3 0.0 0.0
C -0.2298 -0.5482 -0.0544 0.1 0.5 1.2
C 0.8376 -0.5426 1.0488 -0.1 -1.0 0.3
H 1.6350 0.1855 0.9541 -0.1 0.3 -0.5
C -1.6072 -0.9336 0.4720 -0.2 0.6 0.3
O 0.9178 2.0387 -1.5136 0.0 0.0 0.1
H -2.3381 -0.8713 -0.3376 -0.1 -0.1 0.1
H 1.4985 1.2722 -1.4141 0.0 0.1 -0.1
H 0.0391 -1.1842 -0.8959 0.2 0.4 -0.2
H -0.2802 0.5225 -0.2729 0.0 -0.2 -1.3
H 1.3232 -1.5240 1.1038 0.0 0.0 0.4
H -1.7472 -1.8726 1.0111 0.4 -0.3 -0.2
```
Forces are in eV/Å.

Properties
- Frontier orbital gap: 6.16 eV
- Charge: -1
- LUMO level: 4.1 eV
- 2S+1: 1

# C3H9O2

A 2-piece molecular cluster, C3H9O2 overall in a non-equilibrium geometry (wB97M-V/def2-TZVPD, the Open Molecules 2025 dataset).

Geometry as XYZ:
```
14
Properties=species:S:1:pos:R:3:forces:R:3
C -1.7418 1.3999 0.8802 -0.3 1.0 0.0
H -0.2530 1.9497 -0.6332 -0.2 0.0 0.5
O 0.5457 -0.3921 0.6120 0.0 0.5 -0.4
H -1.4449 2.4201 1.1279 -0.6 0.2 0.5
H 0.3344 -0.1511 -1.4381 0.0 -0.3 -0.3
H 3.0389 -1.9020 -0.2449 0.4 0.0 0.1
C -1.0127 1.1751 -0.4324 1.0 -0.8 -0.9
H -1.6888 1.2556 -1.3060 0.0 -0.2 0.3
O 2.1456 -1.8250 -0.5686 0.3 0.0 -0.1
C -0.2434 -0.1809 -0.5053 -0.1 1.0 1.4
H -1.4648 0.8019 1.7490 0.4 -0.4 -0.5
H -2.8346 1.3444 0.7581 0.2 0.1 0.1
H -1.0445 -0.9157 -0.5454 -0.3 -0.8 -0.5
H 1.6407 -1.1246 0.0655 -0.6 -0.4 -0.3
```
Forces are in eV/Å.

Properties
- Frontier orbital gap: 7.46 eV
- Charge: -1
- LUMO level: 4.5 eV
- 2S+1: 1

# C3H9O2

A 2-piece molecular cluster, C3H9O2 overall in a non-equilibrium geometry (wB97M-V/def2-TZVPD, the Open Molecules 2025 dataset).

Geometry as XYZ:
```
14
Properties=species:S:1:pos:R:3:forces:R:3
O 0.3578 -0.5516 -1.2950 0.5 0.3 0.5
H 0.6085 -2.3126 -2.5029 -0.3 0.6 0.7
C -0.0438 -1.3924 -2.2553 -0.3 -0.8 -1.0
H -1.0731 -1.8116 -2.1163 0.1 -0.1 0.2
C 0.7473 1.3579 1.4551 -0.5 -0.8 -1.8
H -0.5974 0.1751 -0.2322 -0.8 -0.5 -1.2
H -1.0680 0.5853 2.5046 -0.1 0.6 -0.5
H 0.2790 2.3285 1.2323 0.8 0.1 0.1
H -0.1541 -0.6322 1.7614 0.2 0.5 -0.4
H -0.1254 -0.9613 -3.2850 0.1 0.4 0.0
C -0.4906 0.4224 1.5704 0.6 -1.3 2.3
H 1.5823 1.3652 2.1550 -0.7 0.1 0.9
H 1.2764 0.9499 0.5628 -0.5 0.7 0.0
O -1.2988 0.4773 0.4451 0.9 0.4 0.2
```
Forces are in eV/Å.

Properties
- Frontier orbital gap: 7.26 eV
- Charge: -1
- LUMO level: 4.4 eV
- 2S+1: 1

# C3H9O2

A 2-piece molecular cluster, C3H9O2 overall in a non-equilibrium geometry (wB97M-V/def2-TZVPD, the Open Molecules 2025 dataset).

Geometry as XYZ:
```
14
Properties=species:S:1:pos:R:3:forces:R:3
H -1.7104 0.3292 -0.0373 0.4 -0.3 -0.6
H -0.2054 2.2310 -0.7470 1.6 0.2 0.3
H 1.0481 -2.8304 0.7473 -0.3 -0.2 -1.2
O 1.3227 -1.7564 -0.9749 0.3 -0.2 -0.3
H -0.9419 3.3001 1.2509 -0.7 0.0 0.0
H 1.4745 -3.7674 -0.7003 0.2 0.3 -0.1
C 0.8754 -2.8939 -0.3816 0.3 0.0 1.6
O -1.3500 2.5278 0.8358 0.8 0.3 0.6
H 0.5967 1.9319 1.0288 0.7 0.2 -0.9
H -0.3713 -0.2475 1.0444 -0.5 0.6 -0.7
C -0.6284 0.3337 0.1115 2.2 0.9 1.4
H -0.1548 -3.1310 -0.6126 -0.5 0.0 0.0
C -0.1881 1.8463 0.2786 -3.2 -1.7 0.0
H 0.0969 -0.0515 -0.6412 -1.3 -0.1 0.0
```
Forces are in eV/Å.

Properties
- Frontier orbital gap (alpha / beta): 11.09 / 8.55 eV
- LUMO level (alpha / beta): 1.0 / -1.5 eV
- 2S+1: 2

# C3H9O2PS3

One molecule with the formula C3H9O2PS3 in a non-equilibrium geometry (wB97M-V/def2-TZVPD, the Open Molecules 2025 dataset).

Geometry as XYZ:
```
18
Properties=species:S:1:pos:R:3:forces:R:3
S 1.7867 -2.5734 -0.5125 -0.1 0.4 0.3
H 1.8556 3.3318 -0.1162 0.1 0.1 0.8
H 0.7339 3.0428 2.2203 -1.3 0.4 0.3
H -2.9826 -1.9161 -1.4673 2.0 0.1 -0.8
H 0.3364 2.5711 -0.0916 0.1 -0.7 -0.4
H 1.9159 1.6672 -0.2182 0.2 -1.6 -0.7
O -0.9542 -3.1965 0.3278 -0.7 1.5 -0.4
C 1.3068 2.2744 1.7675 0.5 -0.9 -0.7
H -2.2926 -0.3402 -1.5082 0.0 0.0 -1.0
P -0.0270 -2.0201 -0.2615 -0.6 1.4 -0.6
H 2.2585 2.4763 2.2094 1.0 -0.6 0.3
C 1.3625 2.4209 0.2517 -1.0 1.8 0.6
C -2.1115 -1.3250 -1.9780 -2.0 0.3 2.9
H -0.3407 -3.8197 0.6777 0.7 -1.2 0.7
H -2.2684 -1.3712 -3.0367 0.3 0.2 -0.4
S 0.7953 0.5559 2.3867 0.0 0.5 -0.9
O -0.7656 -1.6589 -1.6576 0.5 -0.7 0.6
S -0.6092 -0.1191 1.0069 0.3 -1.0 -0.4
```
Forces are in eV/Å.

Properties
- Frontier orbital gap: 8.58 eV
- LUMO level: -0.1 eV
- SMILES: CCSS[P@](O)(=S)OC
- 2S+1: 1

# C3H9O2S

A 2-piece molecular cluster, C3H9O2S overall in a non-equilibrium geometry (wB97M-V/def2-TZVPD, the Open Molecules 2025 dataset).

Geometry as XYZ:
```
15
Properties=species:S:1:pos:R:3:forces:R:3
H 0.8210 0.8529 1.7349 0.4 0.3 0.1
H -0.0171 -1.3029 1.0105 0.0 0.1 0.3
S -1.0859 2.7719 0.8698 -0.2 0.2 -0.1
C 0.7744 0.6614 0.6628 -0.8 -0.9 0.4
H -0.5089 -2.0394 -1.1793 -0.3 0.7 -0.3
H -0.5903 1.1238 -0.9021 -0.5 0.0 -0.3
H 1.5988 1.0778 0.0968 0.1 0.5 0.0
H -1.3713 0.5305 0.6169 0.0 -0.2 -0.4
C 0.8368 -0.8605 0.4437 -0.2 -0.5 -0.8
O 0.7600 -1.1892 -0.8811 0.0 -0.1 0.2
H -0.9402 -2.7120 -2.4447 -0.3 0.0 -0.1
H -0.0623 3.5747 0.5454 0.1 -0.2 -0.1
C -0.5902 1.1522 0.1742 0.9 0.4 0.6
H 1.7498 -1.2861 0.9146 0.1 0.3 0.3
O -1.3745 -2.3550 -1.6624 0.5 -0.4 0.2
```
Forces are in eV/Å.

Properties
- Frontier orbital gap: 6.48 eV
- Charge: -1
- LUMO level: 3.2 eV
- 2S+1: 1

E: -15578.2814 -15571.5597 -26416.9500 -26416.8988 -5303.5034 -7351.7812 -7351.1866 -7348.3991 -49147.5018 -18187.4614 (eV)
Energy relative to the best compared isomer or geometry (same formula, charge and spin): 390.7 198.5 77.0 75.1 37.8 33.5 90.9 112.3 20.5 44.5 (kJ/mol)